111
Properties=species:S:1:pos:R:3 method="wB97M-V/def2-TZVPD" e_lumo_ev=1.4882 charge=-1 spin_multiplicity=1 homo_lumo_gap_ev=5.466
H 2.2142 -2.5446 -0.1078
H -6.7156 -3.0418 1.1413
H -5.4682 -0.1737 -0.8547
C -2.3385 1.7313 -0.7125
H -0.9827 2.6119 -2.4470
H -0.8648 0.7390 -2.2727
O -2.7233 3.1760 -0.8479
O -1.1076 1.8054 -5.0095
H -9.6494 3.0517 -2.0559
B -2.2221 4.0579 0.2314
H 2.7886 -4.6520 8.4863
H 3.0288 -4.7709 6.9830
O 0.8646 -9.3093 2.2070
O -1.6654 1.8311 -8.1734
H -6.5900 2.0909 -4.1362
O -7.6970 -0.9151 -1.8065
H -1.1037 4.2661 -0.1470
H -3.0829 1.4052 1.5989
H -3.8738 -2.3814 -0.0097
H 1.1090 5.9661 1.0419
O -0.6029 0.1381 6.7452
H 2.9018 -4.2323 2.1962
H -3.2737 0.6727 -2.5417
H -0.2712 1.5644 -4.5838
O 4.5058 1.0844 1.8149
H 0.1337 -0.9602 5.1326
O 0.2771 1.9311 -0.8607
H -1.1386 0.1863 5.9392
H 4.3483 -6.8931 0.4964
O 0.9209 -7.2928 3.7889
H 9.6002 8.0432 0.4274
H 2.3675 -8.0604 6.6320
O -0.4917 -1.2525 4.4527
H -7.0591 -0.3242 -2.2342
H -7.2344 -1.7653 -1.7610
H -1.2258 1.1287 -5.6929
O 7.1726 6.1361 -0.3161
C 1.4821 1.8522 -1.7322
O 3.8890 -6.1635 0.9389
O 9.6058 7.5511 -0.4074
F -2.9947 5.3090 0.4821
O -5.7641 -3.0011 0.9624
O -9.0029 2.9634 -2.7722
C 1.2382 -1.8635 -0.0316
H -2.0032 -1.1149 -2.4113
H 0.9981 6.0063 2.5642
H 0.2448 -7.9869 3.7898
O -1.9748 3.1334 1.3579
H -1.1656 1.1469 1.1739
H 0.5240 0.5375 -6.8786
H 4.5002 1.5766 2.6496
H 10.2031 8.0605 -0.9754
H 6.1318 4.1350 -0.6723
H -4.2320 -0.1344 0.5656
H 0.3315 -2.4544 2.0279
H 3.6614 4.7816 1.2718
H -4.6071 -2.2310 -1.7400
C -1.1942 -1.7423 -0.2554
H 0.4606 -9.6142 1.3807
H 1.5265 -8.6627 1.9193
H -6.8302 2.2097 -2.6329
C -2.2617 -1.8409 -1.5305
H 2.0748 -1.5423 2.1743
H 4.5145 -5.8712 1.6188
O 1.2822 0.0106 -6.5846
H -0.9301 -0.6088 -0.0995
H 3.4567 3.0614 -1.3816
H 2.5337 -7.0385 7.7543
H 3.1227 1.6865 -0.0116
H 3.3385 -4.2566 0.7333
H -9.5386 3.0116 -3.5782
H 0.1258 -5.6776 2.2239
O 5.5346 3.6256 -0.1043
O 1.4168 1.7123 -3.0857
H 0.5256 -4.4208 1.4545
H 7.7699 6.6454 -0.8842
H -5.3686 -3.5176 1.6805
O 0.3441 -4.7420 2.3504
H -1.0682 2.3405 -8.7414
H 3.6814 1.2271 -1.7989
C -2.1776 1.7131 0.9171
C -3.8109 -1.7294 -1.0076
C 3.0404 1.9864 -1.1398
H 1.4970 -0.8435 -0.5888
O 1.6446 5.9179 1.8479
O 4.1971 4.7334 2.0778
O 3.2692 -3.6677 1.4996
H -1.6710 2.3233 -7.3387
H -0.0325 -1.9821 4.0103
H -1.2494 0.2265 7.4615
H -0.4496 4.7683 -7.7623
H 5.1031 1.5938 1.2468
C 1.0444 -1.6023 1.6073
C -4.3027 -0.2195 -0.5988
O -0.6703 4.3971 -8.6297
H 1.5029 0.3817 -5.7172
O 3.3344 -5.1175 7.8348
H 7.1671 6.6282 0.5186
H -4.4539 1.8161 -1.6188
O -6.2844 1.7443 -3.2844
H -2.1287 -2.9463 -1.9610
H 3.5506 4.8217 2.7941
O 0.0359 -2.5166 -0.6119
H 1.1438 -7.1820 4.7254
H -1.6317 -2.2438 0.7323
O 1.9083 -7.3308 7.0745
C -3.6046 0.9968 -1.4414
H -1.4284 4.9241 -8.9238
H 0.4477 -0.5817 1.6871
C -0.9528 1.7253 -1.6495
H 5.5290 4.1178 0.7304

***

50
Properties=species:S:1:pos:R:3 method="wB97M-V/def2-TZVPD" e_lumo_ev="1.8852 / 1.8452" charge=-1 spin_multiplicity=2 e_above_lowest_kcal_mol=25.5 homo_lumo_gap_ev="6.159 / 6.279"
H 3.9354 1.4017 0.3289
H -1.8899 1.6946 2.9026
C 3.8955 0.3501 0.6053
S -2.2957 3.5354 0.7615
H -1.0431 -0.9842 4.8629
O -1.2043 4.1527 1.4833
C -0.3919 -0.0983 -4.5954
H 0.2058 0.6780 -5.0615
H 2.2702 -0.7817 -3.9962
H 1.9674 -2.0042 -2.7374
H -0.7413 1.3441 4.2078
H -2.8290 -1.4338 -1.9007
H 4.7471 -0.1990 0.2146
H -2.3421 -2.9586 5.5419
H 3.9211 -0.5412 -2.0956
H 2.8436 0.8769 -2.1916
C -2.3486 -3.4298 2.1918
Si -1.2584 -1.8615 -0.0015
O -2.7277 4.2495 -0.4179
H -0.3206 2.4654 2.8999
Si -0.1416 0.1011 2.1765
H -3.1816 -4.5406 3.8289
O -3.3582 2.9738 1.5658
C -1.6229 -2.3007 1.7898
C -1.1432 -1.4119 2.7505
S -1.3034 1.8522 -0.3164
C 1.5528 -0.2059 2.9922
H -0.2539 -1.0679 -5.0620
C -2.6098 -3.6692 3.5295
C -0.4328 -3.3842 -0.7513
C 1.9727 -0.9361 -2.9583
H -0.2744 -3.2669 -1.8269
Se 2.3339 -0.4994 -0.1406
C 2.8884 -0.1977 -2.0097
H 3.8445 0.2548 1.6861
H -2.7223 -4.1285 1.4477
C -2.9347 -1.6324 -0.8307
H -3.5684 -2.5164 -0.7018
H 1.4241 -0.3660 4.0663
Se 0.1545 -0.2435 -2.7641
C -1.4091 -1.6681 4.1031
H 2.2165 0.6547 2.8602
Ru -0.0457 0.1377 -0.1856
H -1.4418 0.1796 -4.5765
C -0.8388 1.5354 3.1328
H 0.5348 -3.5701 -0.2789
H -1.0649 -4.2627 -0.5910
H 2.0454 -1.0933 2.5806
C -2.1367 -2.7799 4.4923
H -3.4332 -0.7733 -0.3806

***

23
Properties=species:S:1:pos:R:3 method="wB97M-V/def2-TZVPD" e_lumo_ev="-0.8702 / -3.8338" charge=0 spin_multiplicity=2 e_above_lowest_kcal_mol=0.0 homo_lumo_gap_ev="7.324 / 4.360"
H 3.1968 0.2257 -2.8426
C 0.7319 1.8405 -1.8396
H 2.3140 2.1780 -4.6657
Rb -0.4639 0.4177 1.8086
N 1.8186 1.9019 -2.5947
H 0.3416 2.6487 3.6197
H -0.1022 2.4924 -2.1423
H 3.8879 1.8623 -2.4334
H 2.5721 3.5299 -3.7235
O -2.2468 -1.6591 2.8229
O -1.3117 -3.4496 4.1779
F -2.8129 -3.9502 1.1111
H 3.1968 0.8066 -1.2529
H 0.9428 3.0944 -4.2242
C 1.8728 2.6988 -3.8158
C -3.2650 -4.2280 2.3326
O -0.6262 2.5358 3.5482
C 3.0760 1.1514 -2.2799
O -3.6133 -2.7592 4.5113
F -4.6307 -4.1105 2.3329
O 0.6538 1.1545 -0.7796
S -2.5344 -2.8968 3.5440
F -2.9978 -5.4853 2.7850

***

11
Properties=species:S:1:pos:R:3 method="wB97M-V/def2-TZVPD" e_lumo_ev="-0.7001 / -0.6430" charge=0 spin_multiplicity=1 e_above_lowest_kcal_mol=100.2 homo_lumo_gap_ev="6.580 / 7.407"
H -1.4221 -0.8215 1.4927
I 3.2515 -0.9505 -0.4905
F -1.0337 1.9632 -1.1183
F 0.2016 2.0532 0.7179
H -1.1255 -2.0849 0.4011
C 0.1858 1.5693 -0.5736
H 1.1589 1.8487 -1.0538
H -1.8907 -0.5334 -0.1938
C 0.3227 -0.7995 0.0941
N 1.4452 -1.2185 0.2503
C -1.0936 -1.0260 0.4740

***

87
Properties=species:S:1:pos:R:3 method="wB97M-V/def2-TZVPD" e_lumo_ev=-3.8359 charge=+1 spin_multiplicity=1 homo_lumo_gap_ev=7.016
H 4.7756 2.6743 0.9793
C -3.8947 4.4224 -9.0081
C 1.0201 -0.3246 -0.0743
S -1.0392 -2.5916 3.4091
H 0.6733 -7.2001 1.9055
C 0.7154 2.7186 3.1333
H 0.6697 1.8075 3.7408
H -2.9020 2.7410 -9.8965
C 3.7516 -8.5710 1.5323
H 1.7886 -11.1366 0.6053
H -1.3625 -2.0391 0.3349
C 4.3406 3.6528 0.8213
H 3.1114 -6.6420 2.1807
C -3.2538 3.3901 -1.7815
C -0.1801 0.6258 -0.0227
H 0.0646 1.4406 -0.7163
H 3.0201 -2.5039 3.8030
O -1.6350 -3.8628 3.7005
H 0.9767 -0.9938 -0.9367
H -3.1641 1.2999 -7.8834
H -3.8299 2.8258 -3.7677
H 1.9413 0.2502 -0.1826
H 3.1447 -1.4306 1.8117
H 3.7188 5.9505 -1.5873
C 2.7999 -7.6170 1.8304
H 3.9104 -0.9877 4.1821
N 1.1696 -1.1624 1.1429
H -1.0832 0.1651 -0.4358
H 2.8199 7.1729 0.3635
C 3.2785 5.6154 1.7553
H 0.0464 -9.4605 1.1175
H -0.3764 -4.8636 1.6633
C -0.4169 1.2599 1.3497
H 4.6947 3.7002 -1.2897
H -3.7804 5.0503 -9.8808
H 2.5557 -1.4947 5.1946
H -0.3311 0.5404 2.1748
C 2.3035 -0.7619 2.0343
N 0.4690 -2.9082 2.5442
C -3.3897 3.0839 -0.4424
H -1.4825 -2.0462 5.5576
H 1.5649 2.1191 1.2465
C 0.3915 -2.1755 1.3198
S 0.8016 -4.5810 2.2445
C 3.7473 5.4989 -0.6053
H -0.1230 -2.7222 -0.5667
O -1.7350 -1.6344 2.5846
C 1.0915 -9.2088 1.2337
C -4.5387 4.9112 -7.8801
H -5.4520 0.4336 -0.6170
C 3.2422 6.1856 0.4905
H -0.5373 -0.7428 4.7761
C 0.5772 2.4014 1.6405
H 0.2776 3.2993 1.0930
C 3.8296 4.3587 1.8917
H 2.5665 0.2402 1.6870
C 1.4618 -7.9468 1.6740
H -2.6401 4.2292 -2.0815
O 2.0145 -0.7185 3.3788
H 1.6542 3.2288 3.3415
C 3.4142 -9.8344 1.0905
C -3.9207 2.6072 -2.7150
C -4.1652 2.0297 -0.0039
C 2.0709 -10.1496 0.9451
H -5.1998 4.4654 -5.8711
C -3.5426 2.3128 -7.9011
F 3.8594 3.7881 3.1183
C 2.9310 -1.4767 4.1719
F 5.0514 -8.2543 1.6798
H -4.9253 5.9211 -7.8709
H -5.2322 0.9427 -3.0312
C -4.1884 2.8263 -6.7963
C -4.7101 1.5433 -2.2985
C -4.8321 1.2573 -0.9453
H -4.2448 1.8212 1.0552
H 0.2810 -2.2646 5.3509
C -0.6144 -1.8165 4.9321
N -0.5283 -2.6158 0.3540
H -0.1126 3.3563 3.4619
C -4.6934 4.1091 -6.7582
C -3.3999 3.1253 -9.0167
H 2.8879 6.1304 2.6225
H 4.1926 -10.5509 0.8675
F -4.3328 2.0389 -5.6996
H -1.4379 1.6514 1.4113
C 4.2952 4.2346 -0.4382
F -2.7360 3.8362 0.4716

***

13
Properties=species:S:1:pos:R:3 method="wB97M-V/def2-TZVPD" e_lumo_ev=0.8330 charge=0 spin_multiplicity=1 e_above_lowest_kcal_mol=49.1 homo_lumo_gap_ev=9.878
H -1.5886 0.5039 0.3610
C -0.0168 -1.7469 0.2041
H 0.3112 1.4790 1.1685
C -0.9855 1.1997 -0.2615
S 0.5245 -0.7637 1.6849
H 0.5910 0.8836 -1.6392
H -1.0853 -1.6369 -0.0541
C 0.3705 0.6708 -0.5976
C 0.9074 -0.5935 -0.0556
H 1.9711 -0.7982 -0.2607
H -1.5992 1.7317 -1.0033
H 0.4055 -2.7606 0.2142
N 0.1941 1.8311 0.2392

***

23
Properties=species:S:1:pos:R:3 method="wB97M-V/def2-TZVPD" e_lumo_ev="-0.8658 / -0.8663" charge=0 spin_multiplicity=1 e_above_lowest_kcal_mol=65.4 homo_lumo_gap_ev="7.695 / 7.696"
H 0.0726 -1.9244 -1.7375
S -2.1858 0.8289 0.4096
H 0.7619 -1.3737 0.7167
H 2.2841 1.0238 1.2758
O 0.2011 4.0100 1.3383
H 2.8338 1.2137 -1.1340
C -0.9120 -2.0595 -1.4619
C -0.6584 0.2137 0.8437
C -1.0403 -2.3115 0.0299
O -3.1985 -0.2339 0.2301
C 1.7471 1.7121 0.5865
H 1.3979 2.2321 -1.4531
H -1.2392 -2.7812 -2.2064
H 1.2259 0.4516 -1.2149
H -0.4782 -3.2097 0.2317
S -0.6399 2.8272 1.4791
C -0.3050 -1.2222 0.8319
H -2.0211 -2.2917 0.3395
C 1.7694 1.3768 -0.9178
C 0.2689 1.5776 0.9477
H -0.5473 -1.5728 1.7875
H -1.4075 -1.1892 -1.7078
H 2.0705 2.7022 0.7854

***

66
Properties=species:S:1:pos:R:3 method="wB97M-V/def2-TZVPD" e_lumo_ev=0.2583 charge=0 spin_multiplicity=1 e_above_lowest_kcal_mol=65.8 homo_lumo_gap_ev=9.074
H 13.8484 -13.1704 -0.4777
O 7.1167 -14.8103 -4.9595
H 5.2375 -6.9088 -8.2483
H 1.3236 -11.9145 -10.8057
S 1.0163 -11.0927 0.0409
C 1.0309 -12.6268 -10.0343
H 14.4002 -13.6843 -2.1587
H 6.5745 -10.2571 -4.1018
C 6.2442 -10.7403 -3.1823
H 1.8593 -13.1866 -0.7321
H -0.6271 -10.6348 -1.7570
H 7.0913 -10.5920 -2.5126
O 12.0360 -11.8961 -2.5206
H 3.8264 -12.7845 -3.6427
O 7.3722 -7.9543 -9.8762
H -0.7322 -12.3406 -1.1567
O 6.0525 -20.9981 -8.1712
O 5.9189 -6.3319 -9.9898
O 3.3528 -12.7313 -8.6731
S 11.8534 -13.3018 -1.9615
H 6.1918 -18.0015 -7.6389
C 5.8451 -12.2117 -3.2792
H 7.4877 -19.9101 -5.9960
C 1.6503 -14.7366 -8.4016
H 3.3672 -6.8093 -10.0795
H 0.5513 -11.8157 -2.2241
O 5.1061 -13.7545 -4.8362
C 6.6983 -18.4113 -8.5128
H 0.4763 -13.3805 0.4362
H 0.2179 -13.1688 -10.5173
C 13.6165 -13.7007 -1.4013
H 8.9893 -19.4093 -6.7570
H 13.6223 -14.7180 -1.0100
C 11.0155 -12.9902 -0.3161
C 1.4146 -12.8731 0.2124
H 8.6318 -21.0873 -6.5768
C 3.9468 -7.7225 -9.9448
H 4.5298 -11.8035 -4.9859
H 11.4773 -12.0889 0.0871
O 2.2918 -10.4794 -0.6011
H 1.1803 -14.0786 -7.6706
H 4.2080 -8.1430 -10.9159
H 11.2849 -13.6595 0.5009
C 4.7231 -12.5514 -4.2170
S 2.5612 -13.6573 -9.5674
H 5.5018 -12.5390 -2.2978
C 5.2740 -7.3421 -9.2477
C 7.1444 -6.6952 -10.2832
C 6.2652 -8.4696 -9.2082
H 2.1400 -12.9991 1.0161
O 6.9065 -12.9581 -3.8263
H 5.7566 -9.2841 -9.7240
H 9.9535 -12.7469 -0.2807
H 0.6526 -12.0310 -9.2036
O 7.8371 -6.0083 -11.0197
C 6.4060 -13.8987 -4.5618
C 8.1721 -20.1283 -6.8158
H 3.4390 -8.5534 -9.4550
H 0.8109 -15.2666 -8.8517
S 7.3072 -20.1851 -8.4005
H 5.9714 -18.2644 -9.3117
H 2.1804 -15.5407 -7.8912
H 7.5030 -17.7026 -8.7084
H 6.5845 -8.9198 -8.2683
C -0.0770 -11.5015 -1.3907
H 5.4520 -10.1552 -2.7151

***

12
Properties=species:S:1:pos:R:3 method="wB97M-V/def2-TZVPD" e_lumo_ev=4.2033 charge=-1 spin_multiplicity=1 e_above_lowest_kcal_mol=4.4 homo_lumo_gap_ev=9.396
C 0.6689 -0.7352 2.2211
O 0.2925 0.0286 0.9413
O 0.1383 -1.9280 2.0155
P -0.2545 -1.3859 0.3364
H -0.6905 0.1587 -1.3914
H -1.2487 0.6878 -2.8659
O -1.7149 -1.5420 0.2878
N -1.4505 0.7214 -1.8703
H -2.3364 0.1541 -1.7103
O 0.6385 -1.8568 -0.7455
H 1.6963 -0.8325 2.5600
H 0.0867 -0.0838 2.9763

***

8
Properties=species:S:1:pos:R:3 method="wB97M-V/def2-TZVPD" e_lumo_ev=-0.4136 charge=0 spin_multiplicity=1 e_above_lowest_kcal_mol=91.9 homo_lumo_gap_ev=7.286
H -1.7359 -1.1949 0.8481
O -0.8021 0.9029 0.7747
O -1.1293 -1.2104 0.0949
O 0.3522 0.5415 -1.3002
Li 0.3814 2.0949 -0.1662
C -0.5370 -0.0188 -0.0058
C 1.4462 -0.0454 -0.1678
O 2.0245 -1.0698 -0.0776

***

11
Properties=species:S:1:pos:R:3 method="wB97M-V/def2-TZVPD" e_lumo_ev=-0.5722 charge=0 spin_multiplicity=1 e_above_lowest_kcal_mol=37.6 homo_lumo_gap_ev=8.650
C 0.2443 1.2837 -0.0024
O -2.9440 0.0431 -0.0030
H 0.7745 2.2455 0.0191
C 0.9934 0.0453 -0.0008
N -0.9509 -1.0154 0.0021
N 0.3893 -1.0794 0.0000
N -1.0388 1.3406 -0.0030
H 2.9246 -1.1947 -0.0049
C -1.7434 0.1293 0.0012
S 2.7695 0.1317 -0.0017
H -1.4184 -1.9299 -0.0067

***

24
Properties=species:S:1:pos:R:3 method="wB97M-V/def2-TZVPD" e_lumo_ev=-2.8143 charge=+1 spin_multiplicity=1 e_above_lowest_kcal_mol=25.5 homo_lumo_gap_ev=10.646
H -3.5309 -0.3181 1.9425
H 1.3319 0.1688 0.7351
O -2.6455 -0.3340 2.3107
H 2.1742 1.6548 0.1236
H -0.4856 2.4165 -0.4494
C -0.0452 1.6965 0.2594
C 1.3136 0.9977 0.0124
H -0.3159 -0.9696 -0.8376
H -1.9778 -1.7813 1.0036
H 2.0208 -1.7409 -1.1941
H 3.1560 -0.3754 -1.2188
C 2.2288 -0.7677 -1.6537
H -2.5500 -0.3356 3.2632
C 1.2452 0.3597 -1.3748
C -0.6570 1.4779 1.4125
H 1.3059 1.1336 -2.1465
H -0.7447 -2.5030 1.3832
H -1.6034 1.8586 1.7711
O -1.0763 -1.9165 0.6878
H 2.4069 -1.0528 -2.7012
N -0.1890 -0.2250 -1.5338
H -0.9874 0.4185 -1.4312
H -0.1561 0.7339 2.1205
H -0.2186 -0.5965 -2.4846